Here is a cluster of 2 separate species, C4H4IO2 in total from OMol25. Energies are from wB97M-V/def2-TZVPD.

Output
* charge: -1
* highest occupied orbital energy: -3.87 eV
* calculated total energy: -602.98066 Ha
* Kohn-Sham gap: 7.16 eV

Last column: Mulliken charge in e.
Element x y z (Å)
C  -1.39  -1.65  0.14  0.74
C  0.36  0.30  -0.79  -0.37
C  -0.23  0.82  0.58  -0.67
C  -0.48  -0.60  0.08  0.41
O  -2.51  -2.08  -0.08  -0.59
O  -0.18  -1.94  0.65  -0.43
I  3.63  1.74  -0.16  -0.85
H  -0.22  0.71  -1.60  0.21
H  1.52  0.23  -0.81  0.06
H  0.64  1.12  1.09  0.24
H  -1.14  1.34  0.90  0.25

Here is a structure of composition C33H40Ge2N4Pt from OMol25. Energies are from wB97M-V/def2-TZVPD.

Output
* charge: +2
* highest occupied orbital energy: -13.24 eV
* calculated total energy: -5773.23244 Ha
* Kohn-Sham gap: 6.58 eV

Last column: Mulliken charge in e.
Element x y z (Å)
Pt  0.77  1.05  -0.36  0.08
C  -0.37  1.92  4.64  -1.24
C  -0.26  2.20  3.14  -0.68
Ge  0.77  0.83  2.15  0.56
C  2.61  0.74  2.85  -0.30
C  2.69  0.27  4.31  -1.25
C  -0.18  -0.84  2.48  -1.71
C  -0.86  -1.56  1.59  1.72
Ge  -0.76  -1.01  -0.30  0.82
C  0.11  -2.15  -1.64  -0.06
C  -0.44  -3.58  -1.80  -1.46
C  -2.36  -0.16  -1.08  0.03
C  -3.55  -1.10  -1.29  -1.36
C  -1.68  -2.75  1.93  0.28
C  -2.37  -3.44  0.92  0.48
C  -3.14  -4.55  1.20  -1.76
C  -3.25  -5.00  2.51  -0.52
C  -2.58  -4.32  3.52  -0.90
C  -1.81  -3.22  3.24  -0.56
H  -1.08  2.61  5.10  0.40
H  0.58  2.05  5.15  0.26
H  -0.73  0.91  4.84  0.28
H  0.17  3.19  2.98  0.50
H  -1.28  2.20  2.73  0.52
H  3.08  1.72  2.73  0.41
H  3.18  0.04  2.24  0.32
H  2.31  1.01  5.00  0.28
H  3.73  0.08  4.58  0.41
H  2.14  -0.66  4.47  0.25
H  -0.23  -1.14  3.53  0.47
H  1.17  -2.19  -1.44  0.29
H  -0.02  -1.60  -2.58  0.27
H  -0.30  -4.17  -0.89  0.38
H  0.10  -4.08  -2.60  0.44
H  -1.49  -3.60  -2.05  0.28
H  -2.04  0.25  -2.04  0.10
H  -2.65  0.67  -0.44  0.31
H  -3.30  -1.95  -1.92  0.25
H  -4.36  -0.56  -1.79  0.45
H  -3.95  -1.48  -0.35  0.38
H  -2.31  -3.10  -0.11  0.44
H  -3.66  -5.06  0.40  0.43
H  -3.86  -5.87  2.74  0.44
H  -2.67  -4.67  4.55  0.43
H  -1.30  -2.72  4.06  0.43
C  1.43  0.56  -4.82  -0.99
C  1.57  0.43  -3.43  -0.25
N  0.82  1.12  -2.58  0.04
C  -0.12  1.96  -3.06  0.13
C  -0.33  2.14  -4.43  0.99
C  0.48  1.41  -5.32  -0.82
C  -1.36  3.05  -4.87  -0.99
C  -2.10  3.72  -3.97  -0.91
C  -1.90  3.55  -2.56  1.09
C  -2.64  4.26  -1.60  -0.96
C  -2.38  4.06  -0.27  -0.89
C  -1.41  3.13  0.11  0.43
N  -0.70  2.43  -0.77  0.81
C  -0.93  2.65  -2.10  -0.08
H  2.07  -0.01  -5.47  0.49
H  2.31  -0.23  -3.00  0.42
H  0.35  1.53  -6.39  0.48
H  -1.52  3.18  -5.93  0.46
H  -2.87  4.42  -4.29  0.44
H  -3.40  4.96  -1.92  0.48
H  -2.91  4.60  0.51  0.53
H  -1.19  2.96  1.14  -0.42
N  2.61  -1.83  0.45  0.03
C  3.35  -0.76  0.03  -0.13
C  4.74  -0.87  -0.11  -0.85
C  5.48  0.22  -0.46  -0.58
C  4.84  1.45  -0.67  -0.88
C  3.48  1.49  -0.54  -0.52
N  2.73  0.40  -0.22  0.87
H  3.12  -2.62  0.81  0.29
H  1.72  -1.65  0.88  -0.15
H  5.21  -1.82  0.09  0.47
H  6.56  0.14  -0.56  0.45
H  5.38  2.35  -0.93  0.52
H  2.94  2.42  -0.70  0.40

Here is a structure of composition C34H22CoN9 from OMol25. Energies are from wB97M-V/def2-TZVPD.

Output
* charge: +1
* highest occupied orbital energy (spin up / spin down): -10.51 / -10.51 eV
* calculated total energy: -3184.17493 Ha
* Kohn-Sham gap (spin up / spin down): 6.23 / 5.81 eV
* multiplicity: 4

Last column: Mulliken charge in e.
Element x y z (Å)
Co  0.73  0.11  -0.48  -0.79
C  -1.24  -2.12  -3.57  -0.47
C  -0.78  -1.07  -2.82  -0.05
N  0.11  -1.27  -1.83  0.46
C  0.44  -2.51  -1.46  0.00
C  -0.01  -3.58  -2.29  -0.31
N  -0.83  -3.36  -3.28  -0.54
C  1.18  -2.62  -0.21  0.01
C  1.43  -3.75  0.56  -0.71
C  2.06  -3.58  1.82  1.20
C  2.51  -2.29  2.18  -0.73
C  2.14  -1.23  1.38  0.79
N  1.48  -1.40  0.23  0.20
C  2.50  0.13  1.63  0.06
C  3.38  0.61  2.60  -0.23
N  3.82  1.85  2.59  -0.54
C  3.28  2.69  1.68  -0.48
C  2.29  2.28  0.82  -0.06
N  1.89  0.99  0.78  0.41
C  2.26  -4.80  2.66  0.89
C  3.17  -4.88  3.72  -0.48
C  3.29  -6.09  4.38  -0.32
N  2.63  -7.19  4.08  -0.55
C  1.71  -7.06  3.12  -0.48
C  1.50  -5.91  2.40  -0.42
H  -1.96  -2.02  -4.38  0.40
H  -1.13  -0.03  -2.95  0.33
H  0.27  -4.62  -2.13  0.42
H  1.13  -4.71  0.15  0.31
H  2.97  -2.09  3.15  0.38
H  3.84  -0.11  3.29  0.36
H  3.75  3.70  1.59  0.37
H  1.70  2.99  0.27  0.34
H  3.81  -4.01  3.99  0.28
H  3.92  -6.17  5.32  0.32
H  1.14  -7.97  2.93  0.38
H  0.69  -5.93  1.63  0.28
N  -5.68  7.73  -2.50  -0.46
C  -5.21  6.70  -2.14  -0.13
C  -4.54  5.48  -1.83  0.68
C  -4.18  4.55  -2.83  -0.93
C  -3.16  3.65  -2.52  -0.01
C  -2.60  3.53  -1.22  -0.44
C  -3.13  4.36  -0.21  -0.23
C  -4.06  5.34  -0.54  -0.77
C  -1.55  2.52  -0.90  1.67
C  -1.84  1.48  0.07  0.21
C  -3.07  1.32  0.84  -0.99
C  -2.96  0.10  1.50  -1.19
C  -1.72  -0.43  1.16  -0.22
N  -0.99  0.35  0.31  0.56
C  -0.34  2.50  -1.72  -0.41
C  0.04  3.56  -2.60  -0.36
C  1.29  3.21  -3.14  -1.33
C  1.59  1.93  -2.66  -0.52
N  0.68  1.55  -1.70  0.38
H  -4.66  4.62  -3.84  0.39
H  -2.75  2.98  -3.28  0.48
H  -2.79  4.27  0.85  0.46
H  -4.36  6.14  0.22  0.32
H  -3.91  1.92  0.83  0.62
H  -3.65  -0.39  2.20  0.42
H  -1.37  -1.41  1.56  0.34
H  -0.50  4.49  -2.74  0.57
H  1.87  3.72  -3.91  0.48
H  2.47  1.26  -2.81  0.38

Here is a structure of composition HI3P2 from OMol25. Energies are from wB97M-V/def2-TZVPD.

Output
* charge: 0
* highest occupied orbital energy: -7.87 eV
* calculated total energy: -1576.36739 Ha
* Kohn-Sham gap: 6.44 eV

Last column: Mulliken charge in e.
Element x y z (Å)
P  1.58  0.87  -1.11  -0.05
P  -0.38  0.05  -0.08  -0.15
I  2.54  -1.32  -0.50  -0.07
I  -0.27  -0.22  2.38  0.06
I  -2.15  1.61  -0.68  0.01
H  -1.33  -0.98  -0.01  0.20

Here is a structure of composition C46H46CoN2O4Sb from OMol25. Energies are from wB97M-V/def2-TZVPD.

Output
* charge: 0
* highest occupied orbital energy (spin up / spin down): -8.48 / -8.47 eV
* calculated total energy: -3813.88727 Ha
* Kohn-Sham gap (spin up / spin down): 7.42 / 7.38 eV

Last column: Mulliken charge in e.
Element x y z (Å)
Co  -0.04  -0.01  0.37  -0.74
C  4.72  4.51  -0.77  -1.83
C  3.81  3.93  0.28  1.01
C  4.00  4.52  1.66  -1.62
O  2.45  4.11  -0.09  -0.23
C  1.85  2.84  -0.37  -0.28
C  2.74  1.89  0.44  -0.92
O  4.01  2.52  0.29  -0.19
C  2.90  0.43  -0.02  2.71
O  1.68  -0.24  -0.02  -0.43
C  3.48  0.39  -1.44  0.14
C  4.85  0.35  -1.68  -0.38
C  5.34  0.35  -2.97  -0.91
C  4.47  0.37  -4.05  -0.72
C  3.10  0.40  -3.83  -0.85
C  2.61  0.40  -2.53  -0.54
C  3.81  -0.35  0.96  -1.27
C  3.69  -1.74  0.93  -0.28
C  4.44  -2.55  1.78  -0.65
C  5.32  -1.98  2.69  -0.71
C  5.45  -0.60  2.72  -0.91
C  4.71  0.21  1.86  0.29
C  0.35  2.94  -0.02  1.77
O  -0.27  1.69  -0.12  0.07
C  -0.38  3.79  -1.08  -0.70
C  -1.76  3.61  -1.22  -0.65
C  -2.49  4.34  -2.15  -0.78
C  -1.86  5.28  -2.95  -0.70
C  -0.49  5.47  -2.82  -0.88
C  0.24  4.74  -1.89  0.04
C  0.18  3.58  1.37  0.07
C  -0.03  4.95  1.52  -0.12
C  -0.15  5.52  2.77  -0.94
C  -0.06  4.74  3.92  -0.80
C  0.15  3.37  3.78  -1.07
C  0.27  2.81  2.52  0.03
H  4.61  5.60  -0.80  0.38
H  4.48  4.10  -1.74  0.41
H  5.76  4.27  -0.53  0.38
H  3.74  5.58  1.65  0.47
H  5.04  4.41  1.98  0.36
H  3.34  4.02  2.37  0.24
H  1.94  2.60  -1.43  1.37
H  2.44  1.89  1.50  0.57
H  5.54  0.34  -0.84  0.50
H  6.41  0.32  -3.14  0.46
H  4.85  0.37  -5.07  0.41
H  2.41  0.42  -4.66  0.46
H  1.54  0.41  -2.35  0.35
H  3.00  -2.19  0.23  0.15
H  4.33  -3.63  1.73  0.45
H  5.91  -2.60  3.35  0.39
H  6.14  -0.14  3.42  0.46
H  4.83  1.28  1.91  0.44
H  -2.26  2.88  -0.60  0.48
H  -3.56  4.18  -2.24  0.45
H  -2.42  5.85  -3.67  0.38
H  0.02  6.20  -3.44  0.45
H  1.30  4.91  -1.80  0.49
H  -0.10  5.58  0.64  0.50
H  -0.32  6.59  2.86  0.44
H  -0.16  5.19  4.90  0.41
H  0.22  2.74  4.66  0.49
H  0.43  1.74  2.44  -0.17
C  -4.63  0.43  -2.70  -0.57
C  -5.15  0.25  -1.42  -0.58
C  -4.30  0.06  -0.35  -0.45
C  -2.93  0.05  -0.56  -0.10
C  -2.40  0.24  -1.82  0.45
C  -3.26  0.43  -2.90  -0.96
N  -1.99  -0.15  0.53  1.73
N  -2.47  -0.35  1.65  -1.23
C  -1.44  -0.56  2.61  0.04
C  -1.79  -0.81  3.92  -0.57
C  -0.77  -1.03  4.84  -0.95
C  0.56  -1.01  4.42  -0.73
C  0.89  -0.75  3.09  0.61
C  -0.12  -0.52  2.17  1.36
H  -5.30  0.58  -3.54  0.42
H  -6.22  0.25  -1.26  0.42
H  -4.69  -0.08  0.65  0.44
H  -1.33  0.28  -1.97  0.18
H  -2.85  0.59  -3.89  0.47
H  -2.83  -0.82  4.21  0.52
H  -1.01  -1.22  5.88  0.38
H  1.35  -1.18  5.14  0.47
H  1.93  -0.74  2.78  0.01
C  0.19  -3.78  1.39  -1.29
Sb  -0.19  -2.89  -0.52  0.90
C  1.13  -4.18  -1.59  -1.28
C  -1.98  -4.01  -0.89  -1.33
H  0.21  -4.86  1.28  0.58
H  -0.60  -3.49  2.09  0.32
H  1.14  -3.42  1.79  0.23
H  0.92  -5.20  -1.27  0.38
H  2.16  -3.93  -1.38  0.38
H  0.95  -4.09  -2.67  0.38
H  -1.78  -5.06  -0.68  0.40
H  -2.30  -3.89  -1.92  0.39
H  -2.78  -3.66  -0.23  0.36

ΔE to the lowest compared entry with this formula, charge and spin (kcal/mol)
27.8; 0.0; 0.0; 46.5; 17.1
Maximum force (hartree/bohr)
0.0843; 0.0171; 0.0976; 0.0515; 0.0239